1.
Computed, not measured: 2 unconnected molecules or ions with the total composition C2HBrN2O2 in a non-equilibrium geometry, with ωB97M-V/def2-TZVPD.

Last column: Mulliken charge in e.
Positions of all 8 atoms, in Å:
Br (2.565, 1.082, -0.198)  -0.02
O (-0.265, -1.540, 1.219)  -0.32
O (0.657, -1.764, -0.850)  -0.36
N (-1.452, 0.630, 0.034)  -0.79
N (-0.303, 0.908, -0.027)  0.47
C (0.740, 1.436, 0.270)  0.10
C (0.138, -1.709, 0.170)  0.69
H (-2.080, 0.958, -0.619)  0.23

For the HOMO energy, the calculation gives -9.203 eV. The energy relative to the best compared isomer or geometry (same formula, charge and spin) comes out at 189.4 kJ/mol.

---

2.
Computed, not measured: a gas-phase ion, C7H8N (charge +1) in a non-equilibrium geometry, with ωB97M-V/def2-TZVPD.

Last column: Mulliken charge in e.
Positions of all 16 atoms, in Å:
N (-0.416, 1.047, -0.568)  -0.33
C (-0.869, -1.242, 0.104)  -0.45
C (-1.454, 0.153, -0.065)  -0.61
C (1.493, 0.329, 0.067)  0.38
C (0.620, 0.192, -1.210)  -0.32
C (0.549, 1.365, 0.539)  -0.51
C (0.420, -1.119, -0.502)  0.29
C (1.818, -0.913, 0.343)  -0.46
H (-2.267, 0.200, -0.836)  0.28
H (2.241, -1.497, 1.068)  0.43
H (0.907, 0.445, -2.169)  0.55
H (-1.965, 0.801, 0.760)  0.42
H (0.371, 1.333, 1.551)  0.41
H (-1.428, -2.091, -0.408)  0.33
H (-0.870, -1.387, 1.183)  0.27
H (0.850, 2.384, 0.143)  0.31

Its charge is +1. For the HOMO energy, the calculation gives -14.358 eV. The energy relative to the best compared isomer or geometry (same formula, charge and spin) comes out at 311.8 kJ/mol.

---

3.
Computed, not measured: 2 unconnected molecules or ions with the total composition C11H8O3 in a non-equilibrium geometry, with ωB97M-V/def2-TZVPD.

Last column: Mulliken charge in e.
Positions of all 22 atoms, in Å:
O (2.651, 1.232, -0.911)  -0.55
O (1.568, -0.687, -0.802)  -0.35
O (3.135, -0.912, 1.960)  -0.65
C (-2.481, -1.311, 0.204)  -0.71
C (-1.723, -2.413, -0.270)  -0.61
C (0.293, -1.073, -0.427)  -0.02
C (-1.856, 0.001, 0.285)  0.12
C (1.596, 0.690, -0.763)  0.08
C (-0.479, 0.018, -0.115)  1.49
C (-0.317, -2.342, -0.470)  -0.55
C (0.284, 1.184, -0.257)  0.27
C (-2.373, 1.264, 0.561)  -0.69
C (-0.293, 2.378, -0.009)  -0.50
C (-1.611, 2.369, 0.379)  -0.25
H (0.020, 3.410, -0.192)  0.40
H (-3.464, -1.472, 0.583)  0.42
H (-2.144, 3.378, 0.536)  0.25
H (-2.121, -3.418, -0.345)  0.35
H (3.348, -0.277, 1.242)  0.34
H (-3.431, 1.444, 0.809)  0.37
H (2.497, -1.512, 1.515)  0.33
H (0.214, -3.207, -0.834)  0.45

As for the structure (SMILES): O=C1Oc2cccc3cccc1c23.O. For the HOMO energy, the calculation gives -8.784 eV. The energy relative to the best compared isomer or geometry (same formula, charge and spin) comes out at 0.0 kJ/mol.

---

4.
Computed, not measured: a single C4H6N2O2 molecule in a non-equilibrium geometry, with ωB97M-V/def2-TZVPD.

Last column: Mulliken charge in e.
Positions of all 14 atoms, in Å:
O (2.754, -0.588, -0.103)  -0.56
O (-0.392, 1.223, -0.001)  -0.26
N (-2.669, 0.085, 0.543)  -0.54
N (-0.578, -0.135, -0.503)  -0.11
C (0.355, -1.188, 0.422)  -0.42
C (1.570, -0.133, 0.138)  0.52
C (0.967, 1.286, 0.039)  -0.31
C (-1.816, -0.484, -0.499)  -0.03
H (1.411, 1.626, -0.870)  0.26
H (-0.081, -1.388, 1.497)  0.27
H (-2.071, -1.297, -1.335)  0.31
H (1.505, 2.045, 0.772)  0.31
H (-3.698, -0.383, 0.010)  0.25
H (0.316, -2.221, -0.127)  0.29

As for the structure (SMILES): [H]/N=C/N1CC(=O)CO1. For the HOMO energy, the calculation gives -9.226 eV. The energy relative to the best compared isomer or geometry (same formula, charge and spin) comes out at 733.7 kJ/mol.

---

5.
Computed, not measured: a molecular structure, ClH2NO4PV in a non-equilibrium geometry, with ωB97M-V/def2-TZVPD.

Last column: Mulliken charge in e.
Positions of all 10 atoms, in Å:
V (-2.030, -2.687, 0.144)  1.70
Cl (1.789, 1.186, 1.988)  -0.26
P (0.250, 1.870, 0.731)  0.26
O (-1.754, -4.185, -0.304)  -0.71
O (-3.264, -1.984, 0.850)  -0.67
O (0.764, 0.018, -1.085)  -0.38
O (1.064, 2.765, -0.344)  -0.41
N (-0.101, 0.417, -0.096)  -0.15
H (1.605, 2.302, -0.994)  0.32
H (1.676, 0.298, -0.890)  0.29

For the HOMO energy, the calculation gives -7.684 eV.

---

6.
Computed, not measured: a molecular structure, C17H15Co2N2O6 in a non-equilibrium geometry, with ωB97M-V/def2-TZVPD.

Last column: Mulliken charge in e.
Positions of all 42 atoms, in Å:
Co (1.734, -1.616, -1.214)  -0.08
Co (0.348, 0.275, -0.443)  0.78
O (-2.178, 1.350, -1.308)  -0.43
O (3.013, -3.874, -2.576)  -0.41
O (2.429, -2.339, 1.538)  -0.41
O (-0.076, -0.398, 2.329)  -0.47
O (4.052, 0.101, -1.618)  -0.39
O (2.058, 2.627, -0.777)  -0.43
N (1.706, 2.146, 2.660)  -0.87
N (0.676, 3.098, 2.730)  0.44
C (-1.315, -2.068, -1.191)  1.04
C (2.049, -2.012, 0.494)  0.44
C (-1.911, -2.650, -2.325)  -0.51
C (3.049, -0.456, -1.460)  0.10
C (1.464, 1.635, -0.664)  -0.26
C (0.123, -0.189, 1.199)  -0.28
C (1.222, 4.434, 2.514)  -0.96
C (0.699, -1.185, -2.561)  -0.38
C (-4.034, -2.710, -1.178)  -0.41
C (-3.409, -2.281, 0.001)  -0.67
C (-0.024, -1.414, -1.344)  1.00
C (0.491, -0.752, -3.815)  -0.86
C (-0.070, 2.953, 3.977)  -0.92
C (2.486, -3.016, -2.007)  0.04
C (-1.130, 0.987, -0.968)  0.04
C (-2.034, -2.065, 0.020)  -0.24
C (-3.275, -2.930, -2.333)  -0.61
H (1.298, 1.228, 2.836)  0.29
H (1.649, 4.484, 1.507)  0.24
H (-0.835, 3.738, 3.994)  0.31
H (-0.509, -0.709, -4.261)  0.28
H (0.566, 3.049, 4.878)  0.31
H (2.009, 4.693, 3.247)  0.33
H (-1.521, -1.852, 0.958)  0.42
H (-1.297, -2.830, -3.210)  0.40
H (-0.555, 1.970, 3.992)  0.24
H (1.355, -0.463, -4.421)  0.22
H (-5.109, -2.868, -1.194)  0.36
H (2.119, 2.180, 1.727)  0.29
H (0.395, 5.146, 2.605)  0.31
H (-3.730, -3.317, -3.243)  0.36
H (-3.979, -2.103, 0.908)  0.38

Its charge is -1. For the HOMO energy, the calculation gives -4.131 eV. The energy relative to the best compared isomer or geometry (same formula, charge and spin) comes out at 0.0 kJ/mol.